--- i ---
This record from OMol25 describes a cluster of 16 separate species, C4H39O16S in total. The level of theory is ωB97M-V/def2-TZVPD.

Kohn-Sham gap (Ha): 0.3343
Highest occupied orbital energy (eV): -6.57
Charge: -1

XYZ file:
```
60
Properties=species:S:1:pos:R:3:mulliken_charge:R:1
C -0.767 2.279 1.012 -1.07
O -0.925 2.274 2.421 -0.78
C -0.304 0.934 0.487 3.17
C 0.603 1.108 -0.750 0.40
C 1.195 -0.253 -1.145 0.17
S 2.462 -0.029 -2.466 -0.30
H -0.041 3.103 0.862 0.27
H -1.756 2.572 0.583 0.23
H 0.300 0.426 1.308 -0.97
H -1.160 0.300 0.283 -0.99
H -0.032 1.504 -1.624 -0.84
H 1.428 1.870 -0.519 0.60
H 0.403 -0.939 -1.543 -0.17
H 1.617 -0.737 -0.295 0.06
H 3.444 0.676 -1.760 0.15
H -0.068 1.186 -3.932 0.32
H -1.057 2.280 -3.483 0.44
O -0.921 1.617 -4.145 -0.83
H 3.124 -2.662 -1.282 0.29
H 2.339 -3.105 -0.035 0.48
O 3.261 -2.939 -0.383 -0.75
H -1.536 1.483 2.752 0.47
H -2.864 0.020 2.234 0.53
O -2.367 0.173 3.053 -0.83
H -0.852 -2.426 2.938 0.14
H -1.641 -0.434 2.909 0.54
O -0.616 -1.738 2.360 -1.00
H -2.219 -3.113 0.335 0.04
H -1.107 -1.945 1.409 0.47
O -1.707 -2.352 0.226 -1.10
H -1.454 -2.086 -1.277 0.46
H -1.585 -2.933 -2.617 0.28
O -1.319 -2.072 -2.271 -0.79
H 0.811 -2.787 1.435 0.38
H -0.073 -2.884 0.234 0.50
O 0.789 -3.250 0.607 -0.87
H 3.714 0.694 0.981 0.48
H 2.400 1.307 1.440 0.22
O 3.150 1.537 0.971 -0.77
H -2.249 -0.833 -2.907 0.47
H -2.127 0.454 -3.751 0.50
O -2.803 -0.118 -3.297 -0.90
H 1.680 0.057 3.281 0.39
H 0.969 -1.162 2.632 0.30
O 1.847 -0.809 2.844 -0.76
H 0.505 1.896 3.228 0.45
H 1.958 2.383 3.479 0.30
O 1.328 1.672 3.699 -0.77
H 3.242 -0.980 1.897 0.43
H 3.859 -1.704 0.653 0.44
O 4.037 -0.968 1.279 -0.82
H -3.442 0.185 0.060 0.50
H -2.910 -1.145 0.456 0.37
O -3.512 -0.463 0.717 -0.86
H -0.909 3.338 -1.450 0.32
H -2.172 2.637 -1.712 0.55
O -1.578 3.221 -2.107 -0.81
H -4.201 1.647 -1.322 0.27
H -3.177 0.758 -2.034 0.43
O -3.276 1.361 -1.227 -0.82
```

--- ii ---
This record from OMol25 describes a cluster of 16 separate species, C4H39O16S in total. The level of theory is ωB97M-V/def2-TZVPD.

Kohn-Sham gap (Ha): 0.3224
Highest occupied orbital energy (eV): -6.41
Charge: -1

XYZ file:
```
60
Properties=species:S:1:pos:R:3:mulliken_charge:R:1
C 0.272 -0.357 -3.379 -0.30
O -0.997 -0.565 -3.752 -0.58
C 0.292 0.857 -2.480 0.51
C 1.287 0.991 -1.354 0.79
C 1.221 2.315 -0.652 -0.31
S 1.658 3.786 -1.632 -0.28
H 0.752 -0.222 -4.395 0.20
H 0.638 -1.251 -2.852 0.10
H 0.208 1.774 -3.049 0.22
H -0.702 0.628 -1.846 -0.42
H 1.071 0.061 -0.601 -0.74
H 2.361 0.835 -1.755 0.45
H 1.861 2.459 0.184 0.34
H 0.189 2.327 -0.100 -0.06
H 0.333 4.161 -1.696 0.14
H 2.801 1.197 3.543 0.30
H 3.471 0.285 2.330 0.29
O 3.260 1.135 2.676 -0.59
H -1.888 2.902 2.031 0.32
H -0.649 1.994 1.868 0.05
O -1.195 2.794 1.417 -0.69
H -1.684 -0.593 -3.042 0.31
H 0.393 -1.821 -0.433 0.17
O 0.372 -2.207 0.360 -0.53
H -0.231 -1.708 3.582 0.32
H -0.646 -2.437 0.430 0.49
O -1.090 -1.492 3.119 -0.72
H -1.995 0.895 3.834 0.07
H -1.124 -0.566 3.282 0.48
O -1.421 0.958 3.106 -0.99
H -0.174 1.321 3.688 0.48
H 0.740 2.672 3.748 0.23
O 0.800 1.748 3.899 -0.71
H -1.690 0.356 1.518 0.44
H -1.385 0.451 -0.074 -0.13
O -1.799 -0.125 0.666 -0.40
H -2.778 1.892 -2.718 0.33
H -2.001 1.327 -3.886 0.36
O -2.209 2.141 -3.436 -0.65
H 0.986 -0.914 2.270 0.21
H 1.917 -1.042 3.391 0.31
O 1.865 -1.298 2.468 -0.65
H -1.918 -2.647 1.599 0.28
H -2.942 -2.753 0.501 0.31
O -2.200 -3.151 0.881 -0.71
H -3.818 -0.139 -1.573 0.45
H -3.164 -1.442 -1.005 0.31
O -3.715 -1.051 -1.774 -0.72
H -3.583 0.825 -0.119 0.32
H -3.077 2.286 -0.336 0.27
O -3.451 1.582 -0.820 -0.74
H 2.250 -2.761 1.533 0.44
H 1.483 -3.569 0.378 0.34
O 2.255 -3.521 0.947 -0.84
H 2.751 -1.001 -3.470 0.25
H 3.229 -1.473 -2.061 0.52
O 3.324 -0.789 -2.704 -0.73
H 3.351 -2.171 -0.241 0.36
H 2.672 -3.279 -0.947 0.38
O 3.463 -2.609 -1.069 -0.68
```

Stability summary - winner: i; margin: 0.2168 hartree.

--- i ---
This record from OMol25 describes a structure of composition C25H16F10N3O2RuSTe2. The level of theory is ωB97M-V/def2-TZVPD.

Kohn-Sham gap (alpha / beta) (Ha): 0.2030 / 0.1987
Highest occupied orbital energy (alpha / beta) (eV): -8.70 / -8.61
Spin multiplicity: 2
<S²>: 1.080

XYZ file:
```
60
Properties=species:S:1:pos:R:3:mulliken_spin:R:1
Ru 0.214 -0.535 -0.598 1.28
C 1.042 -1.244 3.663 0.00
C 0.577 -1.431 2.347 0.01
N 0.473 -0.444 1.497 -0.01
C 0.830 0.819 1.882 0.02
C 1.372 1.071 3.146 0.02
C 1.457 -0.009 4.053 0.00
C 1.835 2.377 3.455 -0.02
C 1.786 3.349 2.520 0.02
C 1.268 3.113 1.198 -0.07
C 1.417 4.207 0.323 -0.03
C 1.471 4.460 -1.056 -0.01
C 1.652 3.648 -2.125 -0.03
N -0.017 1.642 -0.268 -0.29
C 0.710 1.861 0.922 0.04
H 1.102 -2.098 4.323 0.00
H 0.322 -2.417 1.983 0.00
H 1.872 0.156 5.039 0.00
H 2.255 2.571 4.433 0.00
H 2.184 4.330 2.740 0.00
H 1.616 5.121 0.877 0.00
H 1.497 5.509 -1.320 0.00
H 1.795 4.060 -3.121 0.00
S -2.882 -3.903 -0.657 0.00
C -3.845 -2.465 -0.719 0.00
C -5.229 -2.395 -0.820 0.00
C -5.813 -1.147 -0.885 0.00
C -5.018 -0.001 -0.846 0.00
C -3.644 -0.077 -0.736 -0.01
C -3.031 -1.327 -0.674 0.01
N -1.659 -1.634 -0.590 -0.01
C -1.471 -2.929 -0.588 -0.03
C -0.131 -3.446 -0.524 0.04
C 0.135 -4.812 -0.419 0.00
C 1.441 -5.242 -0.309 0.00
C 2.453 -4.289 -0.295 0.00
C 2.179 -2.933 -0.403 0.02
C 0.877 -2.472 -0.544 -0.06
H -5.826 -3.296 -0.855 0.00
H -6.887 -1.059 -0.973 0.00
H -5.479 0.975 -0.909 0.00
H -3.071 0.827 -0.690 0.00
H -0.679 -5.528 -0.417 0.00
H 1.669 -6.296 -0.232 0.00
H 3.487 -4.600 -0.206 0.00
H 3.005 -2.252 -0.397 0.00
F 4.233 -1.448 -1.448 0.00
Te 3.930 0.316 -0.595 0.00
F 3.453 2.225 -0.157 0.00
F 3.787 0.941 -2.419 0.00
F 3.522 -0.092 1.389 0.00
F 1.687 2.367 -2.099 -0.01
O 2.049 -0.026 -0.641 0.20
F -3.467 2.559 -2.252 0.00
Te -1.643 2.650 -2.591 0.00
F -1.643 4.227 -3.592 0.00
F -1.717 3.897 -1.093 0.00
F -2.129 1.808 -4.236 0.00
F -0.224 -0.292 -2.445 0.05
O -1.151 1.049 -0.046 -0.14
```

--- ii ---
This record from OMol25 describes a structure of composition C25H16F10N3O2RuSTe2. The level of theory is ωB97M-V/def2-TZVPD.

Kohn-Sham gap (alpha / beta) (Ha): 0.1553 / 0.1519
Highest occupied orbital energy (alpha / beta) (eV): -8.82 / -8.68
Spin multiplicity: 2
<S²>: 0.967

XYZ file:
```
60
Properties=species:S:1:pos:R:3:mulliken_spin:R:1
Ru -1.546 0.654 0.459 0.87
C -0.892 -2.036 3.869 0.01
C -1.439 -1.185 2.934 0.00
N -0.860 -1.012 1.744 0.07
C 0.279 -1.645 1.451 -0.03
C 0.882 -2.553 2.313 0.00
C 0.264 -2.725 3.549 0.00
C 2.094 -3.302 1.984 0.00
C 3.057 -2.967 1.122 0.00
C 3.139 -1.753 0.315 0.01
C 4.376 -1.269 -0.114 0.00
C 4.464 -0.087 -0.827 0.00
C 3.304 0.622 -1.075 0.00
N 2.112 0.177 -0.680 0.00
C 2.042 -0.982 -0.035 0.00
H -1.364 -2.150 4.833 0.00
H -2.340 -0.619 3.119 0.00
H 0.711 -3.400 4.267 0.00
H 2.228 -4.203 2.570 0.00
H 3.926 -3.611 1.054 0.00
H 5.266 -1.830 0.139 0.00
H 5.419 0.304 -1.144 0.00
H 3.308 1.581 -1.573 0.00
S -0.077 1.094 -3.728 0.00
C -0.607 -0.561 -3.544 -0.01
C -0.755 -1.540 -4.515 0.00
C -1.276 -2.760 -4.127 0.00
C -1.631 -3.004 -2.798 0.00
C -1.472 -2.037 -1.829 0.01
C -0.957 -0.800 -2.210 -0.02
N -0.791 0.306 -1.400 -0.01
C -0.397 1.375 -2.065 0.02
C -0.401 2.628 -1.364 0.02
C 0.010 3.854 -1.868 -0.02
C -0.080 4.977 -1.064 0.02
C -0.593 4.883 0.222 -0.01
C -1.008 3.661 0.740 0.01
C -0.934 2.539 -0.063 -0.07
H -0.489 -1.344 -5.545 0.00
H -1.425 -3.534 -4.867 0.00
H -2.047 -3.964 -2.526 0.00
H -1.783 -2.202 -0.806 0.01
H 0.413 3.917 -2.871 0.00
H 0.262 5.932 -1.439 0.00
H -0.664 5.764 0.845 0.00
H -1.391 3.600 1.748 0.00
F -0.650 1.577 2.577 0.04
Te 1.070 1.497 1.361 -0.01
F 3.019 1.290 1.601 0.00
F 1.375 2.914 2.577 0.00
F 1.394 0.298 2.925 0.00
F 1.898 2.933 0.216 0.01
O 0.729 -1.380 0.182 0.00
F -3.900 2.420 -0.293 0.03
Te -4.431 0.544 0.559 0.01
F -5.651 -0.791 -0.305 0.01
F -3.440 0.220 -1.170 0.01
F -5.315 -0.212 2.161 0.00
F -3.423 -1.161 0.718 0.02
O -3.009 1.063 1.697 -0.01
```

Stability summary - winner: i; margin: 0.0980 hartree.

--- i ---
This record from OMol25 describes the molecule C2H9NSi. The level of theory is ωB97M-V/def2-TZVPD.

Kohn-Sham gap (Ha): 0.3711
Highest occupied orbital energy (eV): -9.01
Structure (SMILES): CCN[SiH3]

XYZ file:
```
13
Properties=species:S:1:pos:R:3:mulliken_charge:R:1
C -1.355 -0.881 -0.219 -0.89
C 0.031 -0.928 0.073 -0.66
N 0.498 0.298 -0.693 -0.31
Si 0.811 1.512 0.439 0.38
H -1.789 0.002 0.357 0.20
H -1.354 -0.641 -1.315 0.28
H -1.817 -1.817 -0.175 0.39
H 0.255 -0.903 1.127 0.28
H 0.297 -1.718 -0.440 0.47
H 1.335 0.021 -1.350 0.27
H 1.172 2.774 -0.018 -0.20
H 2.229 1.143 0.950 -0.10
H -0.314 1.139 1.264 -0.11
```

--- ii ---
This record from OMol25 describes a cluster of 2 separate species, C2H9NSi in total. The level of theory is ωB97M-V/def2-TZVPD.

Kohn-Sham gap (Ha): 0.2813
Highest occupied orbital energy (eV): -8.86

XYZ file:
```
13
Properties=species:S:1:pos:R:3:mulliken_charge:R:1
C 1.236 1.643 -1.178 -1.04
C 1.263 0.419 -0.248 -0.40
N 0.028 0.346 0.530 -0.52
Si -2.535 -2.575 1.790 0.12
H 2.107 1.503 -1.842 0.28
H 0.377 1.470 -1.836 0.27
H 1.097 2.544 -0.717 0.39
H 1.223 -0.513 -0.815 0.27
H 2.125 0.135 0.333 0.39
H 0.071 0.357 1.530 0.22
H -0.572 -0.448 0.290 0.15
H -2.900 -3.314 0.588 -0.06
H -3.519 -1.569 1.575 -0.05
```

Stability summary - winner: i; margin: 0.0512 hartree.

--- i ---
This record from OMol25 describes a cluster of 3 separate species, C3H14NO2 in total. The level of theory is ωB97M-V/def2-TZVPD.

Kohn-Sham gap (Ha): 0.4752
Highest occupied orbital energy (eV): -15.89
Charge: +1

XYZ file:
```
20
Properties=species:S:1:pos:R:3:mulliken_charge:R:1
C 0.573 -0.805 -0.512 -0.75
C -0.578 0.164 -0.932 -0.17
C -0.127 1.071 -2.070 -1.41
N 0.657 -0.917 0.979 -0.12
H 0.339 -1.818 -0.841 0.36
H 1.512 -0.477 -0.922 0.42
H -0.815 0.746 -0.037 0.27
H -1.452 -0.413 -1.217 0.38
H 0.722 1.653 -1.747 0.36
H 0.221 0.468 -2.896 0.38
H -0.938 1.731 -2.374 0.36
H 0.798 0.002 1.432 0.27
H -0.251 -1.250 1.325 0.31
H 1.439 -1.504 1.262 0.38
H -2.510 -1.158 2.306 0.34
H -2.259 -2.222 1.157 0.34
O -1.867 -1.754 1.906 -0.72
H 2.290 2.189 1.247 0.32
H 0.845 2.475 0.752 0.30
O 1.403 1.819 1.182 -0.64
```

--- ii ---
This record from OMol25 describes a cluster of 3 separate species, C3H14NO2 in total. The level of theory is ωB97M-V/def2-TZVPD.

Kohn-Sham gap (Ha): 0.4690
Highest occupied orbital energy (eV): -15.84
Charge: +1

XYZ file:
```
20
Properties=species:S:1:pos:R:3:mulliken_charge:R:1
C 1.092 -0.899 1.301 -1.11
C 0.831 0.562 1.072 -0.50
N -0.060 0.802 -0.128 0.08
C -0.393 2.254 -0.278 -0.83
H 1.669 -1.339 0.485 0.30
H 1.700 -1.045 2.189 0.38
H 0.180 -1.478 1.396 0.31
H 0.302 1.033 1.898 0.43
H 1.739 1.106 0.860 0.42
H -0.910 0.228 -0.042 0.29
H 0.406 0.419 -0.948 0.23
H -1.307 2.445 0.265 0.36
H -0.475 2.513 -1.322 0.36
H 0.397 2.835 0.180 0.34
H 0.762 -2.526 -2.224 0.32
H 0.610 -1.106 -2.704 0.32
O 0.229 -1.735 -2.080 -0.61
H -2.911 -1.189 0.458 0.30
H -1.884 -1.690 -0.599 0.29
O -1.977 -1.189 0.221 -0.66
```

Stability summary - winner: i; margin: 0.0040 hartree.

--- i ---
This record from OMol25 describes a structure of composition C3H8NO2S. The level of theory is ωB97M-V/def2-TZVPD.

Kohn-Sham gap (Ha): 0.2745
Highest occupied orbital energy (eV): -3.65
Charge: -1

XYZ file:
```
15
Properties=species:S:1:pos:R:3:mulliken_charge:R:1
C -2.535 0.895 -1.867 -1.15
C -1.273 0.736 -1.016 -0.27
S -1.613 0.093 0.602 -0.61
H -3.273 1.533 -1.353 0.28
H -3.012 -0.096 -1.989 0.28
H -2.317 1.287 -2.866 0.35
H -0.767 1.691 -0.843 0.32
H -0.588 0.076 -1.570 0.25
N 1.339 -1.672 0.421 -0.41
C 1.985 -0.409 0.507 0.72
O 1.215 0.575 0.928 -0.55
O 3.143 -0.293 0.079 -0.69
H 0.468 -1.718 0.977 0.17
H 1.918 -2.474 0.448 0.23
H 0.080 0.326 0.811 0.09
```

--- ii ---
This record from OMol25 describes a structure of composition C3H8NO2S. The level of theory is ωB97M-V/def2-TZVPD.

Kohn-Sham gap (Ha): 0.2815
Highest occupied orbital energy (eV): -3.55
Charge: -1

XYZ file:
```
15
Properties=species:S:1:pos:R:3:mulliken_charge:R:1
C -1.418 -0.648 1.743 -0.81
C 1.040 -1.046 -0.464 -0.92
C 0.964 1.482 -0.770 -0.63
N 0.431 0.113 -0.986 -0.46
O -2.146 1.280 0.141 -0.68
O -2.146 -0.968 -0.689 -0.67
S -1.489 -0.004 0.155 1.01
H -0.944 -0.059 2.567 0.26
H -0.791 -1.628 1.576 0.18
H 0.521 -1.851 -1.006 0.28
H 2.085 -1.151 -0.699 0.40
H 0.917 -1.181 0.586 0.31
H 0.001 2.119 -0.648 0.21
H 1.615 1.498 0.135 0.24
H 1.359 2.043 -1.642 0.27
```

Stability summary - winner: i; margin: 0.1817 hartree.

--- i ---
This record from OMol25 describes the molecule C2H4OS. The level of theory is ωB97M-V/def2-TZVPD.

Kohn-Sham gap (alpha / beta) (Ha): 0.3076 / 0.3076
Highest occupied orbital energy (alpha / beta) (eV): -7.50 / -10.21
Spin multiplicity: 3
<S²>: 2.009

XYZ file:
```
8
Properties=species:S:1:pos:R:3:mulliken_spin:R:1
C -0.745 0.243 0.034 -0.04
C 0.598 0.100 -0.763 0.75
O -0.951 1.557 0.030 0.90
S 1.944 0.475 0.097 0.18
H -1.630 -0.384 -0.228 0.07
H -0.548 -0.241 1.008 0.09
H 0.468 0.361 -1.767 0.02
H 1.680 -0.390 1.055 0.02
```

--- ii ---
This record from OMol25 describes the molecule C2H4OS. The level of theory is ωB97M-V/def2-TZVPD.

Kohn-Sham gap (alpha / beta) (Ha): 0.3133 / 0.3121
Highest occupied orbital energy (alpha / beta) (eV): -7.56 / -10.00
Spin multiplicity: 3
<S²>: 2.009

XYZ file:
```
8
Properties=species:S:1:pos:R:3:mulliken_spin:R:1
C 0.310 -0.076 0.366 0.87
C -0.586 -0.840 -0.458 -0.06
O 1.065 2.463 1.253 0.41
S -0.076 1.829 0.590 0.60
H 1.404 -0.457 0.501 0.01
H -0.077 -0.696 -1.570 0.13
H -0.438 -1.844 -0.328 0.02
H -1.601 -0.379 -0.354 0.01
```

Stability summary - winner: ii; margin: 0.0181 hartree.